ORCA calculation (the ωB97M-V functional and the def2-TZVPD basis) on a molecular structure, C54H76Br2Cl2N2O31P3S.

Last column: Löwdin charge in e.
Element x y z (Å)
1 C -5.5513 -5.1231 2.1261  0.085
2 C -4.2658 -4.6655 1.7478  -0.091
3 C -2.8318 -4.0726 1.2275  -0.098
4 C -2.4129 -4.5732 -0.3133  -0.377
5 C -2.1027 -6.1673 -0.4487  -0.552
6 Br -3.8234 -7.1152 -1.0350  0.713
7 C -1.5613 -7.0419 0.7637  -0.696
8 C -0.4716 -6.4775 1.8075  -0.196
9 Br -3.0066 -7.9404 1.9023  0.591
10 O -3.6506 -4.4262 -1.0619  -0.267
11 C -4.0538 -3.1741 -1.5790  -0.609
12 Cl -5.2457 -2.2259 -0.4417  0.621
13 C -5.1311 -3.6045 -2.7971  -0.195
14 C -6.1826 -4.7743 -2.3377  -0.233
15 C -7.5860 -4.4888 -3.2019  -0.211
16 P -8.9027 -3.5132 -2.2219  0.775
17 O -10.0280 -3.0846 -3.2943  -0.394
18 O -9.7106 -4.5956 -1.1069  -0.275
19 C -9.0335 -4.6342 0.1985  -0.284
20 C -8.7053 -6.2466 0.4895  -0.092
21 O -8.3342 -2.0288 -1.5065  -0.339
22 C -9.4972 -1.0970 -1.5279  -0.267
23 C -9.2973 0.1775 -0.4652  -0.094
24 C -2.8687 -2.1253 -2.1319  -0.546
25 Cl -2.9792 -0.7837 -0.7902  0.663
26 C -3.3198 -1.3858 -3.4955  -0.198
27 C -2.4855 -0.1734 -4.1464  -0.128
28 C -1.6154 1.0119 -3.4290  -0.034
29 C -0.8048 2.2384 -4.2033  -0.019
30 C -0.8138 2.3442 -5.8391  -0.042
31 C -1.7021 1.1960 -6.6192  -0.026
32 C -2.5282 -0.0209 -5.8175  -0.131
33 C -3.3648 -0.9983 -6.8360  -0.125
34 N -1.5256 -2.8319 -2.1392  -0.308
35 C -0.3340 -1.8457 -2.1993  -0.159
36 C 0.8278 -1.0202 -2.2775  0.230
37 P -1.2749 -3.8802 -3.6049  0.846
38 N -2.2527 -5.1647 -3.6614  -0.224
39 C -1.2162 -3.5928 -0.8310  -0.339
40 P 0.5606 -4.3285 -0.8105  0.414
41 S 1.6328 -3.4466 0.6142  0.154
42 H -6.5219 -5.5526 2.6256  0.059
43 H -2.9914 -2.8940 1.1081  0.090
44 H -1.9741 -4.1716 2.0080  0.120
45 H -1.3932 -6.3449 -1.3937  0.078
46 H -1.0390 -8.0003 0.2658  0.119
47 H -0.1832 -5.3562 1.7620  0.009
48 H -0.8437 -6.6880 2.9217  0.081
49 H 0.5478 -7.0919 1.7160  0.110
50 H -4.5875 -3.9458 -3.7746  0.105
51 H -5.7904 -2.6618 -3.1004  0.111
52 H -5.7634 -5.7923 -2.7990  0.096
53 H -6.3630 -4.8299 -1.1816  0.091
54 H -7.3140 -3.9965 -4.2550  0.125
55 H -8.0150 -5.5584 -3.4688  0.120
56 H -8.0689 -3.9689 0.2316  0.094
57 H -9.7666 -4.2685 1.0474  0.135
58 H -9.7052 -6.8823 0.3572  0.102
59 H -8.0094 -6.5792 -0.4117  0.080
60 H -8.2222 -6.4263 1.5438  0.057
61 H -10.4328 -1.6867 -1.1241  0.126
62 H -9.6603 -0.5999 -2.5795  0.131
63 H -9.4398 1.1986 -1.0558  0.085
64 H -10.1404 0.1683 0.3643  0.085
65 H -8.2071 0.1488 -0.0382  0.072
66 H -3.4481 -2.1868 -4.3725  0.096
67 H -4.4274 -0.9731 -3.3170  0.157
68 H -1.5053 1.0203 -2.2688  0.050
69 H -0.1981 3.0422 -3.5696  0.075
70 H -0.2074 3.2032 -6.3951  0.105
71 H -1.7221 1.2755 -7.8103  0.096
72 H -4.4348 -1.1515 -6.3492  0.086
73 H -2.8647 -2.0705 -6.8517  0.073
74 H -3.5409 -0.5453 -7.9049  0.094
75 H 1.8813 -0.6440 -2.6885  0.140
76 H -1.4988 -3.0479 -4.7954  0.063
77 H 0.0689 -4.3766 -3.7312  0.033
78 H -1.6525 -6.0424 -3.7159  0.026
79 H -1.1307 -2.7247 -0.0127  0.124
80 H 1.3374 -4.0441 -2.0144  -0.014
81 H 0.6294 -5.7534 -0.6380  0.001
82 C -3.5251 -4.2589 -9.7126  -0.142
83 C -4.2541 -3.4930 -10.7684  -0.133
84 O -3.6022 -2.2371 -10.7680  0.066
85 C -2.3511 -2.4395 -10.2606  -0.515
86 O -1.4599 -1.6068 -10.2727  0.124
87 O -2.2273 -3.6950 -9.7392  0.056
88 H -3.4866 -5.3304 -9.9271  0.140
89 H -3.9546 -4.1105 -8.7163  0.129
90 H -4.1499 -3.9453 -11.7603  0.141
91 H -5.3173 -3.3782 -10.5400  0.142
92 C 3.1113 2.8350 0.2757  -0.136
93 C 2.9382 1.5517 -0.4700  -0.133
94 O 1.6936 1.7193 -1.1218  0.011
95 C 1.4836 3.0633 -1.2367  -0.491
96 O 0.5904 3.5669 -1.8973  0.093
97 O 2.4036 3.7698 -0.5170  0.093
98 H 4.1618 3.1234 0.3700  0.098
99 H 2.6598 2.8036 1.2728  0.110
100 H 3.7157 1.3992 -1.2260  0.137
101 H 2.9141 0.6840 0.1951  0.138
102 C 1.8749 -0.5469 -9.0174  -0.145
103 C 1.1459 0.2190 -10.0732  -0.152
104 O 1.7978 1.4749 -10.0728  0.063
105 C 3.0489 1.2725 -9.5655  -0.516
106 O 3.9401 2.1052 -9.5776  0.135
107 O 3.1727 0.0170 -9.0440  0.059
108 H 1.9134 -1.6184 -9.2320  0.136
109 H 1.4454 -0.3985 -8.0211  0.128
110 H 1.2501 -0.2333 -11.0651  0.140
111 H 0.0827 0.3338 -9.8448  0.111
112 C -1.9308 0.5739 2.7702  -0.143
113 C -1.0508 -0.0878 3.7805  -0.135
114 O 0.2352 0.4146 3.4707  0.071
115 C 0.0518 1.6013 2.8211  -0.489
116 O 0.9461 2.3880 2.5584  0.139
117 O -1.2623 1.7928 2.5051  0.071
118 H -2.9380 0.7595 3.1532  0.143
119 H -2.0036 0.0011 1.8398  0.092
120 H -1.3043 0.1978 4.8068  0.141
121 H -1.0711 -1.1781 3.6996  0.133
122 C 6.4977 4.0208 4.2818  -0.128
123 C 5.3013 3.1682 4.5551  -0.114
124 O 4.7668 2.9346 3.2660  0.071
125 C 5.7908 3.0928 2.3771  -0.485
126 O 5.7272 2.8017 1.1944  0.103
127 O 6.8948 3.6179 2.9846  0.078
128 H 7.3022 3.8530 5.0031  0.128
129 H 6.2547 5.0883 4.2615  0.113
130 H 5.5674 2.2069 5.0072  0.144
131 H 4.5693 3.6706 5.1934  0.112
132 C 9.9721 5.0838 7.2768  -0.124
133 C 10.0622 6.4939 7.7633  -0.129
134 O 9.0702 7.1628 7.0079  0.073
135 C 8.1649 6.2186 6.6174  -0.491
136 O 7.0916 6.4683 6.0945  0.114
137 O 8.6167 4.9595 6.8892  0.055
138 H 10.2207 4.3579 8.0558  0.122
139 H 10.6076 4.9011 6.4040  0.143
140 H 9.8185 6.5855 8.8271  0.140
141 H 11.0475 6.9333 7.5853  0.144
142 C 1.0559 5.2991 4.6811  -0.129
143 C 0.9730 6.1862 5.8808  -0.130
144 O 1.4247 5.3543 6.9325  0.068
145 C 2.2025 4.3858 6.3663  -0.515
146 O 2.8908 3.5998 6.9958  0.120
147 O 2.1102 4.4122 5.0046  0.049
148 H 1.2833 5.8548 3.7672  0.133
149 H 0.1405 4.7185 4.5263  0.132
150 H 1.6372 7.0538 5.8059  0.124
151 H -0.0459 6.5341 6.0715  0.140
152 C 10.7695 2.1194 12.2381  -0.137
153 C 10.5894 1.4999 10.8903  -0.138
154 O 10.8619 2.5674 10.0024  0.047
155 C 11.6485 3.4550 10.6785  -0.514
156 O 12.2099 4.4082 10.1647  0.129
157 O 11.7255 3.1363 12.0036  0.070
158 H 11.1378 1.4046 12.9791  0.140
159 H 9.8493 2.5792 12.6135  0.138
160 H 11.3047 0.6922 10.7024  0.138
161 H 9.5756 1.1191 10.7395  0.139
162 C 5.4816 8.8419 3.6385  -0.129
163 C 4.8398 8.0564 4.7359  -0.141
164 O 3.4965 7.9367 4.3076  0.042
165 C 3.4986 8.0788 2.9499  -0.511
166 O 2.5352 7.8639 2.2334  0.131
167 O 4.7191 8.4916 2.4989  0.070
168 H 6.5333 8.5777 3.4975  0.140
169 H 5.4041 9.9226 3.7971  0.138
170 H 5.2689 7.0542 4.8388  0.098
171 H 4.8952 8.5677 5.7009  0.144

## Properties
- Charge: +1
- HOMO: -10.34 eV
- Orbital gap: 6.35 eV